Computed, not measured: C49H64IrN3O3PTe2 as an isolated structure, with ωB97M-V with the def2-TZVPD basis set.

Geometry as XYZ:
```
123
Properties=species:S:1:pos:R:3:forces:R:3:mulliken_charge:R:1
C -0.012 -1.061 1.783 0.110 0.073 0.058 0.9759
C 2.836 -1.477 -4.326 -0.052 0.033 0.023 -1.4833
N 2.220 -0.747 -2.132 -0.058 0.266 0.170 0.2885
H 1.491 -7.337 -0.520 -0.001 0.002 0.003 0.5668
H 0.700 6.817 -1.489 0.000 -0.005 -0.002 0.3983
C -4.201 1.262 4.452 0.029 -0.008 -0.025 -1.4016
C -4.788 2.735 -0.994 -0.012 0.011 0.006 0.2336
H -5.032 4.468 -2.222 -0.003 -0.008 -0.005 0.4832
H -0.489 1.228 2.338 0.010 0.020 0.005 -1.1778
O 0.559 -1.370 -3.546 -0.065 -0.005 0.059 -0.4849
P 2.929 0.723 0.240 0.150 0.012 0.044 0.6053
C -0.255 -10.512 1.426 -0.003 -0.001 0.009 -0.5618
H 0.476 -5.450 -2.295 -0.001 -0.010 -0.008 0.1799
C 1.517 5.703 -4.555 -0.021 0.003 -0.006 -0.9115
O -2.739 -1.456 3.828 -0.012 -0.006 0.095 -0.6522
C -2.744 1.484 -1.374 -0.059 -0.008 -0.024 1.0375
C -0.482 -3.077 -1.082 0.080 -0.030 0.004 -0.4691
H 0.126 4.838 -0.107 -0.005 0.034 -0.012 0.6293
C 0.932 -4.661 -2.889 -0.013 -0.018 0.062 -0.6987
H -0.271 -1.794 5.054 0.003 0.003 -0.004 0.6141
C 0.993 -2.940 -1.211 -0.011 0.110 0.155 0.1127
H -1.791 1.775 1.274 0.028 0.018 0.056 -0.6394
H -1.437 5.094 -0.874 -0.030 -0.047 0.001 0.4640
C 1.751 -1.223 -3.305 0.109 -0.105 -0.283 0.4100
H 1.420 8.603 -4.208 0.001 -0.001 0.001 0.3126
H 2.134 3.022 0.391 0.011 0.003 -0.001 0.8907
C -2.364 2.401 -2.360 0.008 -0.058 -0.007 -0.3744
H -4.027 1.693 2.332 -0.005 0.015 -0.001 0.2993
C -3.953 1.662 -0.710 0.015 0.031 0.005 -0.8880
C 2.027 7.961 -3.567 -0.006 -0.017 -0.002 -1.5306
C 4.603 0.035 2.341 -0.023 -0.017 -0.003 -0.8036
Te 1.361 -5.473 1.444 -0.002 -0.024 -0.091 0.2465
H -1.724 -0.353 -1.889 0.012 0.033 0.000 0.6630
H -4.374 0.007 2.719 -0.001 0.007 -0.016 0.4811
H -0.731 3.487 -0.868 0.062 -0.010 0.041 -0.8486
H -0.815 -2.685 -0.123 -0.001 -0.052 -0.014 -0.0951
N 1.197 -1.564 1.502 -0.257 -0.068 0.058 -0.0735
C 0.159 -1.715 4.064 0.014 -0.047 -0.003 -0.4368
Te -0.527 2.058 -3.349 0.103 0.078 -0.067 0.6682
H 5.872 -0.600 3.945 -0.002 0.001 -0.002 0.4243
C -1.559 2.915 3.087 0.017 -0.026 0.003 -1.9351
C 1.071 3.556 -5.732 -0.003 0.000 0.028 -1.6779
C 0.774 6.151 -2.343 0.028 -0.015 0.022 -0.9819
H -2.550 3.366 3.053 -0.008 0.013 0.005 0.4128
H -0.868 -4.086 -1.221 0.014 -0.018 0.016 0.5039
H -4.252 0.938 0.041 -0.020 -0.016 -0.013 0.6435
C 4.986 -0.043 3.671 0.000 -0.003 -0.013 -0.6693
H -2.140 5.221 -3.405 -0.037 -0.026 -0.011 0.2036
C 0.327 -8.197 1.089 -0.006 0.024 0.009 0.4313
H 0.189 -4.130 -3.480 0.012 0.037 0.010 0.3774
H 1.578 4.085 -6.537 0.003 -0.010 0.004 0.4447
C -3.806 0.884 3.030 -0.026 -0.033 -0.011 -0.6846
C 1.899 -2.138 2.487 0.090 0.082 0.022 -0.9286
C 3.106 1.318 4.291 0.005 -0.014 0.017 -0.7475
C 0.695 -7.059 0.169 0.004 -0.020 0.026 -1.0540
C -0.404 -10.276 2.787 0.000 -0.002 -0.004 -0.5446
H -0.416 -11.504 1.025 0.000 0.001 0.001 0.3996
C 3.471 0.762 1.972 -0.023 0.006 -0.007 0.7745
H 0.092 3.235 -6.090 -0.012 0.005 -0.008 0.3553
C -4.389 3.629 -1.978 0.002 0.003 0.003 -0.9962
C -0.187 -9.007 3.295 0.002 -0.001 -0.012 -0.6981
H 3.031 7.931 -3.994 -0.001 0.002 0.003 0.3812
H 5.155 0.576 -0.677 0.008 0.016 0.003 0.4361
H -3.968 0.446 5.134 -0.007 0.000 0.002 0.3409
H 2.024 -2.688 4.542 -0.009 -0.006 -0.001 0.6306
C 0.411 -6.579 3.010 -0.010 0.064 0.013 -1.1352
H -1.278 2.772 4.131 -0.004 -0.001 0.004 0.4759
C 4.233 0.594 4.649 0.000 -0.001 0.006 -0.5087
C 0.108 -9.476 0.583 0.001 -0.004 0.003 -0.6768
H -0.174 -6.729 -0.402 0.012 0.002 -0.014 0.4017
C -0.495 4.544 -0.956 0.050 0.026 0.029 -0.8811
H 4.531 0.533 5.687 -0.004 0.001 -0.004 0.4286
H 0.816 1.842 0.625 0.000 0.016 -0.002 -0.6144
H -6.154 2.317 0.623 0.007 -0.003 0.008 0.2697
C -6.110 2.902 -0.296 0.022 -0.001 -0.003 -1.7217
N -2.382 0.566 2.874 0.053 -0.001 0.052 0.7078
H -2.405 3.979 -4.617 -0.005 0.016 -0.006 0.2526
C 4.343 1.299 -0.734 0.028 -0.022 -0.007 -1.2970
H 2.523 1.827 5.049 0.002 -0.001 -0.003 0.4411
H 4.021 1.371 -1.773 0.008 -0.002 -0.002 0.3751
C 2.728 1.406 2.958 0.012 -0.037 -0.006 -0.3221
H -6.928 2.567 -0.937 -0.004 0.001 0.001 0.3820
C -1.986 -0.658 3.294 0.044 -0.005 -0.091 0.0017
Ir 1.994 -1.349 -0.430 -0.016 -0.200 -0.198 0.6682
H 1.644 2.650 -5.518 0.003 -0.008 0.007 0.2442
O 1.623 -3.723 -2.023 -0.025 -0.007 0.025 -0.0992
H -0.882 -2.427 -1.869 -0.019 -0.051 -0.027 0.2097
H -6.297 3.947 -0.048 -0.003 -0.003 0.004 0.4035
H 1.705 -5.073 -3.527 0.003 -0.004 0.002 0.2874
H -0.535 -0.591 0.961 -0.007 -0.084 -0.015 -0.3629
H 1.854 1.987 2.692 -0.032 0.024 -0.002 0.2653
C -3.197 3.478 -2.682 0.000 0.054 -0.034 1.2855
H -3.686 2.161 4.787 0.007 0.005 0.006 0.2691
H -5.274 1.449 4.498 0.003 0.000 -0.003 0.4436
C 1.416 -2.222 3.779 -0.027 0.033 0.008 -1.1248
H -0.521 -6.088 3.288 -0.006 -0.026 -0.001 0.4341
H -0.298 -8.824 4.357 0.000 0.000 -0.001 0.4245
H 2.034 6.017 -5.456 0.000 -0.003 0.003 0.3837
C 0.202 4.882 -2.250 0.038 -0.037 0.036 0.8762
H -0.862 3.622 2.635 -0.003 0.006 -0.013 0.3803
H 5.191 -0.476 1.585 0.001 -0.003 0.011 0.3705
C 0.948 4.439 -4.517 0.014 -0.003 0.006 0.9230
H 2.924 -0.594 -4.959 0.010 -0.011 -0.033 0.2864
H 3.800 -1.671 -3.859 -0.005 0.008 0.015 0.3735
C -1.510 1.601 2.320 -0.077 0.044 0.024 2.2628
C -0.564 -1.107 3.048 -0.067 0.058 -0.047 0.4004
C 0.180 -7.961 2.453 0.006 -0.014 0.011 0.5775
H 2.086 8.429 -2.586 0.001 0.001 -0.002 0.3653
H 2.535 -2.320 -4.945 0.008 0.006 -0.016 0.3599
H 2.874 -2.528 2.227 0.023 -0.010 -0.014 0.7483
H 1.068 -6.601 3.876 -0.004 -0.004 -0.001 0.4953
C 1.726 2.064 0.067 0.001 -0.010 -0.049 -0.0094
C -2.856 4.474 -3.755 -0.068 -0.009 -0.023 -1.5076
H 0.228 -9.660 -0.478 -0.001 0.003 0.000 0.4266
C -1.893 0.293 -1.023 -0.048 -0.051 -0.059 -1.3898
H -2.389 -0.302 -0.253 0.039 -0.004 0.022 0.4934
H 1.456 2.115 -0.992 -0.020 0.028 0.036 -0.3796
H 4.690 2.270 -0.383 -0.009 0.005 -0.001 0.4539
H -3.753 4.995 -4.086 -0.003 0.004 0.003 0.5270
H -0.899 0.601 -0.678 -0.038 -0.004 -0.054 -0.3078
C 0.281 4.025 -3.351 -0.025 -0.014 0.035 0.2828
C 1.433 6.582 -3.480 0.003 0.028 -0.007 0.4147
H -0.683 -11.083 3.451 0.001 -0.001 -0.002 0.3942
```
Forces are in eV/Å.

Calculated values
Net charge: +1
Total energy (eV): -89172.8680
Energy above the lowest of the compared OMol25 structures with the same formula, charge and spin (kcal per mole): 18.2
HOMO-LUMO gap (hartree): 0.2121

Computed, not measured: one molecule with the formula C3H4S3, with ωB97M-V with the def2-TZVPD basis set.

Geometry as XYZ:
```
10
Properties=species:S:1:pos:R:3:forces:R:3:mulliken_charge:R:1
H 2.808 -0.537 0.807 -1.101 -0.022 0.304 0.2828
C 1.686 -0.609 0.856 0.010 -0.955 1.783 -0.1231
H -1.080 -0.935 -1.363 -0.650 0.214 -0.931 0.3358
S 0.834 -0.984 2.242 1.155 0.696 -1.188 -0.2577
S 1.063 -0.520 -0.706 -0.035 0.379 -0.729 0.0263
H -0.720 1.690 0.411 0.290 -1.083 -0.563 0.2879
C -0.744 -0.376 -0.519 0.752 0.369 0.063 -0.4762
S -1.786 2.123 -1.560 0.765 -1.519 0.410 -0.1927
C -1.003 1.125 -0.512 -1.303 1.158 0.635 -0.2247
H -1.058 -0.979 0.344 0.117 0.762 0.216 0.3416
```
Forces are in eV/Å.

Calculated values
Total energy (eV): -35679.8315
Energy above the lowest of the compared OMol25 structures with the same formula, charge and spin (kcal per mole): 37.9
HOMO-LUMO gap (hartree): 0.2943

Computed, not measured: one molecule with the formula C13H8Cl2O3S, with ωB97M-V with the def2-TZVPD basis set.

Geometry as XYZ:
```
27
Properties=species:S:1:pos:R:3:forces:R:3:mulliken_charge:R:1
H -4.315 -1.386 -0.900 -0.061 -0.092 0.086 0.3212
C -0.273 -0.535 0.555 0.177 0.467 -0.448 -0.1237
H -1.712 -1.658 1.761 -0.084 -0.112 0.153 0.3965
C 4.174 1.499 0.292 0.057 -0.056 0.012 -0.7582
H -4.143 -1.814 0.808 0.021 -0.005 -0.102 0.3413
Cl 6.296 -0.055 0.886 0.218 -0.035 0.084 -0.2063
O 0.601 1.724 -2.156 0.031 -0.035 0.085 -0.5938
S -1.902 0.304 -1.258 0.408 -0.306 0.470 -0.1569
H 2.472 2.693 -0.210 -0.035 0.105 -0.008 0.4509
C -1.530 -1.045 0.896 -0.427 -0.069 -0.139 -0.9226
Cl 1.859 -1.945 -1.446 0.087 -0.289 -0.169 -0.1642
C -2.509 -0.692 0.004 0.295 0.195 -0.197 0.6129
C 2.720 -0.620 -0.749 0.069 0.331 0.126 0.7649
H 0.618 -0.698 1.136 0.184 -0.020 0.063 0.5265
H 4.747 2.321 0.692 0.071 0.054 0.047 0.4249
H -6.552 0.583 1.073 0.299 0.048 -0.120 0.3535
C 3.998 -0.843 -0.262 0.028 0.044 0.046 -0.7179
C 0.778 0.930 -1.257 0.288 0.033 -0.001 -0.0817
C 2.151 0.650 -0.716 0.225 -0.009 -0.177 0.2594
C 4.713 0.221 0.266 -0.351 0.037 -0.149 0.4011
C 2.903 1.704 -0.209 -0.054 -0.151 -0.031 -0.4286
C -0.299 0.213 -0.600 -0.925 -0.129 0.177 0.0214
H 4.430 -1.830 -0.300 0.043 -0.076 -0.009 0.4476
C -4.801 0.180 0.428 0.151 0.137 0.002 0.6905
C -3.955 -1.032 0.071 -0.158 0.208 0.040 -0.8760
O -4.463 1.324 0.327 0.014 0.131 -0.025 -0.5288
O -6.006 -0.193 0.867 -0.572 -0.407 0.183 -0.4542
```
Forces are in eV/Å.

Calculated values
Total energy (eV): -55634.0336
Energy above the lowest of the compared OMol25 structures with the same formula, charge and spin (kcal per mole): 0.0
HOMO-LUMO gap (hartree): 0.3279

Question: Which value of energy above the lowest of the compared OMol25 structures with the same formula, charge and spin does entry 2 give?
Answer: 37.9 kcal per mole

Question: Which value of HOMO-LUMO gap does entry 3 give?
Answer: 0.3279 hartree

Copy entry 2 word for word.
Computed, not measured: one molecule with the formula C3H4S3, with ωB97M-V with the def2-TZVPD basis set.

Geometry as XYZ:
```
10
Properties=species:S:1:pos:R:3:forces:R:3:mulliken_charge:R:1
H 2.808 -0.537 0.807 -1.101 -0.022 0.304 0.2828
C 1.686 -0.609 0.856 0.010 -0.955 1.783 -0.1231
H -1.080 -0.935 -1.363 -0.650 0.214 -0.931 0.3358
S 0.834 -0.984 2.242 1.155 0.696 -1.188 -0.2577
S 1.063 -0.520 -0.706 -0.035 0.379 -0.729 0.0263
H -0.720 1.690 0.411 0.290 -1.083 -0.563 0.2879
C -0.744 -0.376 -0.519 0.752 0.369 0.063 -0.4762
S -1.786 2.123 -1.560 0.765 -1.519 0.410 -0.1927
C -1.003 1.125 -0.512 -1.303 1.158 0.635 -0.2247
H -1.058 -0.979 0.344 0.117 0.762 0.216 0.3416
```
Forces are in eV/Å.

Calculated values
Total energy (eV): -35679.8315
Energy above the lowest of the compared OMol25 structures with the same formula, charge and spin (kcal per mole): 37.9
HOMO-LUMO gap (hartree): 0.2943

Question: Which of these has the highest HOMO-LUMO gap?
Answer: C13H8Cl2O3S